Record 1
Molecular formula: C7H5INO5S
Method: DFT, ωB97M-V with the def2-TZVPD basis set

Max |F| ... 4.27 eV Å⁻¹
Total charge ... -1
M ... 342.1 g mol⁻¹
Frontier orbital gap ... 0.30352 Ha

Positions of all 20 atoms, in Å:
1 C 0.970 0.791 2.549
2 C -0.296 0.149 2.348
3 C 1.760 1.145 1.456
4 C -0.792 -0.069 1.114
5 C 1.210 0.931 0.194
6 C -0.036 0.348 0.025
7 C -0.518 0.066 -1.278
8 N -1.939 0.083 -1.594
9 O -2.354 0.869 -2.402
10 O -0.617 -1.876 -3.024
11 O -2.674 -0.724 -1.038
12 O -0.439 -2.501 -0.705
13 O 1.487 -1.510 -1.756
14 S 0.058 -1.652 -1.744
15 I 0.607 1.168 -2.853
16 H 1.500 1.081 3.515
17 H -0.754 -0.149 3.279
18 H 2.558 1.781 1.727
19 H -1.577 -0.715 0.804
20 H 1.847 0.783 -0.617

Need the Mulliken charges? In units of e they are: number 1, C, carries -0.1765; number 2, C, carries -0.8112; number 3, C, carries -0.9852; number 4, C, carries -0.4950; number 5, C, carries -0.0867; number 6, C, carries 1.0454; number 7, C, carries -0.8040; number 8, N, carries 1.0738; number 9, O, carries -0.6311; number 10, O, carries -0.6795; number 11, O, carries -0.5529; number 12, O, carries -0.6237; number 13, O, carries -0.5984; number 14, S, carries 1.3752; number 15, I, carries 0.1735; number 16, H, carries 0.2483; number 17, H, carries 0.3319; number 18, H, carries 0.3608; number 19, H, carries 0.5147; number 20, H, carries 0.3208

Record 2
Molecular formula: C7H5N2
Method: DFT, ωB97M-V with the def2-TZVPD basis set

Max |F| ... 4.00 eV Å⁻¹
Total charge ... +1
M ... 117.1 g mol⁻¹
Frontier orbital gap (alpha / beta) ... 0.33789 / 0.33787 Ha

Positions of all 14 atoms, in Å:
1 C 1.565 0.802 0.480
2 C 1.750 -0.053 -0.552
3 C -1.195 1.008 0.001
4 C -1.765 -0.359 0.216
5 C 0.096 0.543 0.659
6 C -0.470 -0.789 0.879
7 C 0.479 -0.849 -0.623
8 N -1.238 0.015 -1.062
9 N 0.157 -1.823 0.263
10 H 1.953 1.594 1.102
11 H 2.494 -0.241 -1.321
12 H -1.496 1.958 0.039
13 H -2.816 -0.631 0.263
14 H -0.156 -2.748 0.003

Need the Mulliken charges? In units of e they are: number 1, C, carries -0.3446; number 2, C, carries -0.5559; number 3, C, carries -0.5210; number 4, C, carries -0.0216; number 5, C, carries 0.5296; number 6, C, carries -0.1953; number 7, C, carries 0.6131; number 8, N, carries -0.4305; number 9, N, carries -0.2346; number 10, H, carries 0.4376; number 11, H, carries 0.3981; number 12, H, carries 0.5346; number 13, H, carries 0.4519; number 14, H, carries 0.3386

Record 3
Molecular formula: C7H5N2
Method: DFT, ωB97M-V with the def2-TZVPD basis set

Max |F| ... 6.21 eV Å⁻¹
Total charge ... +1
M ... 117.1 g mol⁻¹
Frontier orbital gap (alpha / beta) ... 0.24219 / 0.27120 Ha
SMILES ... C1=CC#[N+]/C=C\N=C/C=1

Positions of all 14 atoms, in Å:
1 C -1.871 0.880 -0.068
2 C -1.427 -1.647 0.304
3 C 2.070 -0.720 -0.109
4 C -0.558 1.588 -0.251
5 C 1.710 0.601 0.333
6 C -1.940 -0.399 0.060
7 C -0.125 -1.712 -0.011
8 N 1.028 -1.547 -0.317
9 N 0.636 1.274 0.042
10 H -2.544 1.664 -0.396
11 H -1.982 -2.455 0.636
12 H 3.031 -0.961 -0.205
13 H -0.596 2.428 -0.795
14 H 2.568 1.005 0.778

Need the Mulliken charges? In units of e they are: number 1, C, carries -0.4264; number 2, C, carries -0.6139; number 3, C, carries -0.3047; number 4, C, carries -0.0493; number 5, C, carries -0.0991; number 6, C, carries 0.2716; number 7, C, carries 0.5435; number 8, N, carries -0.1970; number 9, N, carries -0.2405; number 10, H, carries 0.3265; number 11, H, carries 0.4363; number 12, H, carries 0.5066; number 13, H, carries 0.4893; number 14, H, carries 0.3572

Record 4
Molecular formula: C7H5N2O2
Method: DFT, ωB97M-V with the def2-TZVPD basis set

Max |F| ... 9.26 eV Å⁻¹
Total charge ... -1
M ... 149.1 g mol⁻¹
Frontier orbital gap ... 0.29189 Ha

Positions of all 16 atoms, in Å:
1 C -2.112 -0.468 -0.713
2 C -2.036 -0.631 0.767
3 C -0.871 -0.198 -1.118
4 C -0.662 -0.387 1.050
5 C 1.318 1.256 1.156
6 C 2.221 -0.402 -0.726
7 C 1.058 0.937 -0.038
8 N 1.777 1.297 2.195
9 N 0.022 -0.032 -0.094
10 O 2.196 -1.211 0.183
11 O 2.609 -0.214 -1.849
12 H -2.908 -0.459 -1.430
13 H -2.874 -0.832 1.334
14 H -0.401 0.068 -2.106
15 H -0.060 -0.505 1.940
16 H 0.724 1.781 -0.550

Need the Mulliken charges? In units of e they are: number 1, C, carries -0.5319; number 2, C, carries -0.7375; number 3, C, carries -0.3032; number 4, C, carries -0.6407; number 5, C, carries 0.2621; number 6, C, carries 0.7320; number 7, C, carries -0.1643; number 8, N, carries -0.6750; number 9, N, carries 0.3453; number 10, O, carries -0.5705; number 11, O, carries -0.6252; number 12, H, carries 0.3907; number 13, H, carries 0.4989; number 14, H, carries 0.3408; number 15, H, carries 0.4129; number 16, H, carries 0.2656

Record 5
Molecular formula: C7H5N3O
Method: DFT, ωB97M-V with the def2-TZVPD basis set

Max |F| ... 5.47 eV Å⁻¹
Total charge ... 0
M ... 147.1 g mol⁻¹
Frontier orbital gap ... 0.33439 Ha
SMILES ... Oc1ncnc2ncccc12

Positions of all 16 atoms, in Å:
1 N -1.093 -2.201 0.447
2 N -0.635 -0.395 1.877
3 N 0.033 1.648 1.247
4 O -0.488 -2.164 -1.582
5 C -1.099 -1.638 1.683
6 C 0.621 2.405 0.388
7 C 1.052 1.873 -0.835
8 C -0.537 -1.444 -0.469
9 C 0.732 0.627 -1.236
10 C -0.320 0.387 0.871
11 C -0.062 -0.144 -0.357
12 H -0.821 -3.027 -1.372
13 H -1.098 -2.245 2.497
14 H 1.023 3.436 0.530
15 H 1.554 2.593 -1.531
16 H 1.138 0.287 -2.158

Need the Mulliken charges? In units of e they are: number 1, N, carries -0.7207; number 2, N, carries -0.5567; number 3, N, carries -0.5648; number 4, O, carries -0.4961; number 5, C, carries -0.1962; number 6, C, carries -0.0564; number 7, C, carries -0.2903; number 8, C, carries 0.6807; number 9, C, carries -0.6433; number 10, C, carries 0.4748; number 11, C, carries 0.5118; number 12, H, carries 0.4060; number 13, H, carries 0.4035; number 14, H, carries 0.2972; number 15, H, carries 0.2909; number 16, H, carries 0.4594

Record 6
Molecular formula: C7H5N3OS
Method: DFT, ωB97M-V with the def2-TZVPD basis set

Max |F| ... 5.53 eV Å⁻¹
Total charge ... 0
M ... 179.2 g mol⁻¹
Frontier orbital gap (alpha / beta) ... 0.29928 / 0.26387 Ha

Positions of all 17 atoms, in Å:
1 C -0.582 -0.930 2.208
2 C -1.708 0.875 -1.517
3 C -0.544 -1.255 0.999
4 C -0.576 0.214 -0.977
5 C 0.555 0.870 -1.040
6 C 1.960 -0.368 0.636
7 C -1.025 -1.114 -0.406
8 N -2.647 1.486 -1.872
9 N -0.446 -0.723 3.422
10 N 1.808 0.417 -0.354
11 O 2.798 -0.747 1.377
12 S 0.922 2.333 -1.953
13 H -0.795 -1.986 -0.963
14 H -2.081 -1.012 -0.396
15 H -0.071 -1.529 4.022
16 H 2.569 1.082 -0.616
17 H -0.136 2.389 -2.570

Need the Mulliken charges? In units of e they are: number 1, C, carries 0.8843; number 2, C, carries -0.5919; number 3, C, carries -0.7963; number 4, C, carries 0.6536; number 5, C, carries 0.7164; number 6, C, carries 0.2830; number 7, C, carries -0.5437; number 8, N, carries -0.4463; number 9, N, carries -0.6999; number 10, N, carries -0.1724; number 11, O, carries -0.4257; number 12, S, carries -0.2026; number 13, H, carries 0.3429; number 14, H, carries 0.3555; number 15, H, carries 0.2684; number 16, H, carries 0.2159; number 17, H, carries 0.1589

- Which value of total charge does entry 4 give?
  -1

Copy entry 6 word for word.
Molecular formula: C7H5N3OS
Method: DFT, ωB97M-V with the def2-TZVPD basis set

Max |F| ... 5.53 eV Å⁻¹
Total charge ... 0
M ... 179.2 g mol⁻¹
Frontier orbital gap (alpha / beta) ... 0.29928 / 0.26387 Ha

Positions of all 17 atoms, in Å:
1 C -0.582 -0.930 2.208
2 C -1.708 0.875 -1.517
3 C -0.544 -1.255 0.999
4 C -0.576 0.214 -0.977
5 C 0.555 0.870 -1.040
6 C 1.960 -0.368 0.636
7 C -1.025 -1.114 -0.406
8 N -2.647 1.486 -1.872
9 N -0.446 -0.723 3.422
10 N 1.808 0.417 -0.354
11 O 2.798 -0.747 1.377
12 S 0.922 2.333 -1.953
13 H -0.795 -1.986 -0.963
14 H -2.081 -1.012 -0.396
15 H -0.071 -1.529 4.022
16 H 2.569 1.082 -0.616
17 H -0.136 2.389 -2.570

Need the Mulliken charges? In units of e they are: number 1, C, carries 0.8843; number 2, C, carries -0.5919; number 3, C, carries -0.7963; number 4, C, carries 0.6536; number 5, C, carries 0.7164; number 6, C, carries 0.2830; number 7, C, carries -0.5437; number 8, N, carries -0.4463; number 9, N, carries -0.6999; number 10, N, carries -0.1724; number 11, O, carries -0.4257; number 12, S, carries -0.2026; number 13, H, carries 0.3429; number 14, H, carries 0.3555; number 15, H, carries 0.2684; number 16, H, carries 0.2159; number 17, H, carries 0.1589